(1)
Below is a molecular structure, C15H21AuBN3O3S, with properties calculated with ωB97M-V with the def2-TZVPD basis set.

CARTESIAN COORDINATES (ANGSTROEM)
Au: 0.09 2.92 -1.10
C: 0.90 -1.93 -1.26
C: 1.81 -2.16 -0.07
N: 3.06 -1.39 -0.10
C: 4.13 -1.90 -0.94
C: 4.24 -1.18 -2.27
C: 3.23 -0.26 0.62
S: 4.70 0.56 0.72
N: 2.14 0.14 1.35
C: 1.22 0.88 0.81
O: 1.27 1.36 -0.38
C: 0.00 1.12 1.64
C: -1.18 0.47 1.28
C: -2.33 0.65 2.04
C: -2.31 1.49 3.14
C: -1.13 2.14 3.50
C: 0.02 1.94 2.75
H: -0.06 -2.42 -1.08
H: 1.33 -2.33 -2.18
H: 0.73 -0.86 -1.40
H: 2.09 -3.22 -0.01
H: 1.29 -1.91 0.85
H: 3.93 -2.97 -1.09
H: 5.07 -1.80 -0.39
H: 3.32 -1.29 -2.86
H: 5.07 -1.59 -2.86
H: 4.42 -0.12 -2.10
H: -1.21 -0.18 0.42
H: -3.23 0.12 1.76
H: -3.21 1.64 3.73
H: -1.11 2.80 4.36
H: 0.95 2.43 3.03
B: -4.28 -5.71 0.26
C: -3.28 -4.50 -0.06
N: -2.56 -3.63 -0.29
H: -5.33 -5.52 -0.35
H: -4.49 -5.74 1.46
H: -3.76 -6.75 -0.11
C: -2.79 5.91 -1.62
O: -2.00 4.85 -1.09
C: -0.96 4.43 -1.89
O: -0.80 4.98 -2.96
H: -3.56 6.11 -0.88
H: -3.24 5.63 -2.57
H: -2.18 6.80 -1.79

Calculated values
HOMO energy in eV: -2.999
M in g mol⁻¹: 531.2
Total charge: -2
Spin multiplicity: 1
Maximum force in hartree/bohr: 0.002
Gap between HOMO and LUMO in Eh: 0.2780
Energy above the lowest of the compared OMol25 structures with the same formula, charge and spin in kcal per mole: 3.0

=====

(2)
Below is a molecular structure, C15H21B2HgO23 at a distorted geometry, with properties calculated with ωB97M-V with the def2-TZVPD basis set.

CARTESIAN COORDINATES (ANGSTROEM)
Hg: -1.08 0.15 -0.89
O: 0.17 -3.12 1.98
C: 1.34 -2.89 1.65
O: 2.47 -3.28 2.19
B: 3.60 -2.62 1.51
O: 2.95 -1.61 0.65
C: 1.66 -1.79 0.59
O: 0.84 -1.12 -0.06
O: 4.43 -3.60 0.74
C: 5.68 -3.60 1.23
O: 6.61 -4.30 0.87
C: 5.70 -2.49 2.27
O: 4.54 -1.97 2.42
O: 6.75 -2.12 2.87
O: 1.83 3.39 -2.94
C: 1.95 3.45 -1.70
O: 2.55 4.36 -1.03
B: 2.60 3.98 0.42
O: 2.02 2.64 0.45
C: 1.53 2.36 -0.71
O: 0.96 1.29 -1.00
O: 1.81 4.89 1.25
C: 2.49 5.53 2.14
O: 2.11 6.46 2.86
C: 3.95 4.93 2.01
O: 3.96 4.09 0.99
O: 4.94 5.17 2.69
O: -2.16 2.53 2.37
C: -1.79 1.76 1.34
O: -0.73 1.14 1.35
O: -2.56 1.59 0.36
H: -1.32 2.48 2.84
C: -4.06 0.29 -2.25
O: -2.94 -0.51 -2.17
H: -3.97 1.19 -1.65
H: -4.28 0.51 -3.30
H: -4.98 -0.23 -1.98
H: -3.26 -1.34 -2.54
C: -1.56 3.10 -2.02
O: -1.25 1.82 -2.53
H: -1.09 3.38 -1.07
H: -1.24 3.87 -2.72
H: -2.64 3.14 -1.89
H: -1.66 1.74 -3.40
C: -0.16 -2.48 -3.09
O: -0.14 -1.14 -2.65
H: -0.79 -2.71 -3.95
H: 0.88 -2.71 -3.31
H: -0.36 -3.08 -2.20
H: 0.16 -0.66 -3.43
C: -3.08 -3.80 0.64
C: -3.12 -2.28 0.75
C: -3.47 -1.82 2.16
O: -1.83 -1.91 0.41
H: -4.05 -4.16 0.31
H: -2.78 -4.35 1.53
H: -2.47 -4.17 -0.19
H: -3.87 -1.94 0.04
H: -3.46 -0.74 2.29
H: -2.68 -2.20 2.82
H: -4.38 -2.26 2.56
H: -1.25 -2.22 1.11

Calculated values
HOMO energy in eV: -7.359
M in g mol⁻¹: 791.5
Total charge: -1
Spin multiplicity: 1
Maximum force in hartree/bohr: 0.116
Gap between HOMO and LUMO in Eh: 0.3119

=====

(3)
Below is 3 unconnected molecules or ions with the total composition C15H21BF3N2OP, with properties calculated with ωB97M-V with the def2-TZVPD basis set.

CARTESIAN COORDINATES (ANGSTROEM)
C: 0.40 -0.83 3.46
C: 0.01 -1.45 2.11
B: -0.83 -2.79 2.14
O: -0.62 -3.71 1.12
P: -2.10 -3.36 3.52
C: -3.68 -2.48 3.10
C: -3.64 -0.94 3.00
C: -3.74 -0.46 1.57
F: -2.93 -1.15 0.73
F: -4.99 -0.60 1.08
F: -3.41 0.84 1.45
H: 1.00 -1.52 4.06
H: 1.00 0.07 3.31
H: -0.48 -0.53 4.05
H: 0.92 -1.66 1.54
H: -0.54 -0.72 1.51
H: -1.35 -3.83 0.51
H: -1.71 -2.55 4.61
H: -4.38 -2.77 3.90
H: -4.08 -2.91 2.18
H: -4.50 -0.51 3.52
H: -2.75 -0.53 3.47
N: -0.29 -0.08 -2.62
C: 0.23 0.94 -3.31
C: -0.29 2.23 -3.28
C: -1.41 2.47 -2.51
C: -1.96 1.42 -1.79
C: -1.37 0.18 -1.88
H: 1.10 0.71 -3.91
H: 0.18 3.01 -3.86
H: -1.84 3.46 -2.46
H: -2.83 1.57 -1.16
H: -1.77 -0.67 -1.33
N: 4.06 3.16 -2.41
C: 5.35 3.07 -2.70
C: 6.03 1.87 -2.82
C: 5.33 0.69 -2.62
C: 3.98 0.76 -2.32
C: 3.40 2.02 -2.23
H: 5.87 4.01 -2.85
H: 7.09 1.86 -3.06
H: 5.83 -0.27 -2.70
H: 3.39 -0.13 -2.15
H: 2.34 2.12 -1.99

Calculated values
HOMO energy in eV: -8.745
M in g mol⁻¹: 344.1
Spin multiplicity: 1
Maximum force in hartree/bohr: 0.017
SMILES: CCB(O)PCCC(F)(F)F.c1ccncc1.c1ccncc1
Gap between HOMO and LUMO in Eh: 0.3404

=====

(4)
Below is a molecular structure, C15H21Br30N2S at a distorted geometry, with properties calculated with ωB97M-V with the def2-TZVPD basis set.

CARTESIAN COORDINATES (ANGSTROEM)
C: -0.93 0.29 2.20
C: -1.16 -0.14 0.70
S: -0.79 1.36 -0.33
C: 0.95 1.97 0.05
N: 1.05 3.38 0.23
C: 0.58 3.79 1.55
C: -0.82 4.46 1.41
N: -1.84 4.12 2.12
H: -1.45 1.26 2.32
H: -1.25 -0.48 2.93
H: 0.15 0.50 2.40
H: -0.52 -1.01 0.44
H: -2.24 -0.42 0.63
H: 1.55 1.72 -0.86
H: 1.42 1.39 0.89
H: 1.26 4.61 1.90
H: 0.58 2.98 2.33
H: -0.84 5.24 0.63
H: -1.51 3.37 2.74
C: -4.40 -2.56 3.32
Br: -3.69 -3.63 4.76
Br: -4.39 -0.67 3.73
Br: -3.49 -2.91 1.65
H: -5.43 -2.85 3.19
C: 4.39 3.55 3.20
Br: 3.76 5.36 3.44
Br: 6.22 3.34 3.82
Br: 3.21 2.27 4.03
H: 4.39 3.35 2.14
C: 6.73 -0.05 5.72
Br: 4.97 -0.85 5.68
Br: 7.56 -0.23 7.46
Br: 7.86 -0.73 4.31
H: 6.60 1.01 5.54
C: -1.86 -0.99 -3.73
Br: -1.50 -2.21 -2.28
Br: -0.23 -0.28 -4.49
Br: -2.99 -1.79 -5.08
H: -2.40 -0.15 -3.31
C: -3.07 1.39 7.37
Br: -2.29 1.75 5.64
Br: -5.00 1.26 7.28
Br: -2.28 -0.18 8.19
H: -2.83 2.23 8.01
C: -1.39 -5.77 -6.60
Br: -3.14 -6.05 -5.83
Br: -1.49 -5.46 -8.51
Br: -0.42 -4.37 -5.70
H: -0.83 -6.69 -6.46
C: -3.30 1.34 -7.45
Br: -2.53 2.56 -6.16
Br: -5.14 1.78 -7.85
Br: -2.23 1.22 -9.06
H: -3.30 0.35 -7.00
C: 1.04 5.74 -2.20
Br: 0.37 6.55 -0.58
Br: -0.35 5.60 -3.55
Br: 2.60 6.66 -2.88
H: 1.34 4.73 -1.94
C: 4.52 -4.13 8.53
Br: 4.58 -2.43 9.45
Br: 3.02 -4.23 7.31
Br: 6.19 -4.53 7.65
H: 4.37 -4.90 9.28
C: -1.66 -6.36 -12.97
Br: 0.16 -5.88 -13.42
Br: -1.76 -8.13 -12.21
Br: -2.48 -5.03 -11.82
H: -2.22 -6.37 -13.89

Calculated values
HOMO energy in eV: -3.062
M in g mol⁻¹: 2658.5
Total charge: -1
Spin multiplicity: 1
Maximum force in hartree/bohr: 0.045
Gap between HOMO and LUMO in Eh: 0.1423

=====

(5)
Below is a molecular structure, C15H21Br3N4O6 at a distorted geometry, with properties calculated with ωB97M-V with the def2-TZVPD basis set.

CARTESIAN COORDINATES (ANGSTROEM)
C: 9.65 0.37 -28.23
Br: 7.69 0.16 -28.72
Br: 9.82 2.09 -27.30
Br: 10.87 0.45 -29.81
H: 10.04 -0.41 -27.58
C: 4.22 2.57 -37.41
C: 3.45 2.37 -36.32
C: 3.93 2.00 -35.10
C: 5.30 2.06 -34.85
C: 6.14 2.09 -35.97
C: 5.55 2.33 -37.21
O: 6.36 2.38 -38.33
O: 3.09 1.73 -34.05
H: 3.83 2.85 -38.38
H: 2.38 2.45 -36.42
H: 5.50 1.93 -33.80
H: 7.22 2.14 -36.00
H: 6.00 2.83 -39.10
H: 2.19 1.74 -34.38
C: 13.05 -4.58 -25.66
C: 12.39 -4.86 -24.42
C: 12.90 -5.69 -23.53
C: 14.16 -6.27 -23.65
C: 14.82 -6.11 -24.88
C: 14.23 -5.32 -25.90
O: 14.77 -5.00 -27.18
O: 12.28 -5.97 -22.30
H: 12.46 -4.02 -26.37
H: 11.41 -4.55 -24.11
H: 14.54 -6.94 -22.90
H: 15.69 -6.70 -25.13
H: 14.02 -4.89 -27.77
H: 12.49 -6.80 -21.88
C: 1.05 2.92 -27.69
O: 0.82 3.46 -26.65
N: 0.76 3.27 -28.92
N: 2.00 2.07 -27.87
H: 0.77 2.46 -29.52
H: 0.07 3.99 -29.06
H: 2.30 1.92 -28.83
H: 2.60 1.90 -27.08
C: 11.87 -5.19 -32.45
O: 12.86 -5.33 -31.87
N: 11.21 -4.09 -32.72
N: 11.08 -6.18 -32.86
H: 11.53 -3.19 -32.41
H: 10.25 -4.26 -32.96
H: 11.46 -7.00 -32.41
H: 10.20 -6.08 -33.35

Calculated values
HOMO energy in eV: -8.276
M in g mol⁻¹: 593.1
Spin multiplicity: 1
Maximum force in hartree/bohr: 0.133
Gap between HOMO and LUMO in Eh: 0.2788
Energy above the lowest of the compared OMol25 structures with the same formula, charge and spin in kcal per mole: 72.1

=====

(6)
Below is a molecular structure, C15H21CoN4STe at a distorted geometry, with properties calculated with ωB97M-V with the def2-TZVPD basis set.

CARTESIAN COORDINATES (ANGSTROEM)
Co: -4.40 7.10 6.98
C: -1.88 5.75 7.34
C: -2.93 5.04 8.20
N: -4.29 5.01 7.63
C: -5.33 4.77 8.65
C: -5.89 6.04 9.26
C: -6.75 6.08 10.35
C: -7.23 7.30 10.80
C: -6.85 8.46 10.14
C: -5.97 8.36 9.08
C: -5.45 9.56 8.28
N: -4.27 9.21 7.47
C: -2.96 9.33 8.13
C: -2.13 8.05 8.26
N: -2.24 7.17 7.08
N: -5.54 7.18 8.65
H: -1.77 5.26 6.38
H: -0.92 5.69 7.87
H: -3.01 5.58 9.14
H: -2.58 4.02 8.43
H: -4.36 4.31 6.90
H: -4.96 4.11 9.44
H: -6.13 4.23 8.14
H: -7.01 5.14 10.80
H: -7.90 7.33 11.65
H: -7.22 9.43 10.45
H: -5.24 10.40 8.96
H: -6.23 9.87 7.58
H: -4.27 9.79 6.64
H: -3.13 9.66 9.17
H: -2.37 10.09 7.59
H: -2.54 7.48 9.10
H: -1.09 8.32 8.47
H: -1.72 7.49 6.30
Te: -3.62 6.91 11.75
C: -2.28 7.51 13.17
C: -1.94 8.80 13.51
C: -1.03 8.86 14.58
C: -0.68 7.62 15.06
S: -1.46 6.38 14.19
H: -2.34 9.65 12.98
H: -0.58 9.77 14.98
H: 0.02 7.39 15.83

Calculated values
HOMO energy (spin up / spin down) in eV: -10.207 / -9.817
M in g mol⁻¹: 476.0
Total charge: +1
Spin multiplicity: 4
Maximum force in hartree/bohr: 0.024
Gap between HOMO and LUMO (spin up / spin down) in Eh: 0.2852 / 0.1956
Expectation value of S²: 3.78
Energy above the lowest of the compared OMol25 structures with the same formula, charge and spin in kcal per mole: 0.8

=====

(7)
Below is a molecular structure, C15H21F4N2O2Se2W, with properties calculated with ωB97M-V with the def2-TZVPD basis set.

CARTESIAN COORDINATES (ANGSTROEM)
W: -0.89 0.04 0.10
C: -3.25 2.03 0.29
N: -1.91 1.76 0.86
C: -0.84 2.50 0.16
C: -1.91 1.91 2.34
C: -0.75 1.13 2.94
N: -0.68 -0.11 2.17
C: -0.54 -1.35 2.72
C: -0.93 -2.41 1.90
F: -1.45 -2.02 0.66
C: -0.86 -3.74 2.24
F: -1.27 -4.66 1.38
C: -0.37 -4.08 3.49
C: 0.02 -3.06 4.33
F: 0.51 -3.35 5.53
C: -0.04 -1.72 3.97
F: 0.39 -0.79 4.82
H: -3.55 3.06 0.52
H: -3.96 1.34 0.71
H: -3.22 1.90 -0.79
H: -0.21 3.05 0.85
H: -1.24 3.14 -0.61
H: -0.10 1.85 -0.42
H: -2.84 1.48 2.69
H: -1.89 2.97 2.61
H: -0.94 0.96 4.00
H: 0.19 1.68 2.86
H: -0.30 -5.12 3.79
O: 0.96 2.28 -2.13
C: 2.03 1.55 -2.72
C: 1.68 0.07 -2.92
C: 2.59 -0.37 -4.11
O: 2.46 -1.75 -4.39
C: 0.24 -0.14 -3.42
Se: -1.17 -0.74 -2.18
C: 2.07 -0.81 -1.74
Se: 1.55 -0.30 0.09
H: 1.13 3.21 -2.28
H: 2.93 1.62 -2.09
H: 2.26 1.98 -3.69
H: 3.62 -0.10 -3.89
H: 2.27 0.18 -5.00
H: 3.20 -2.24 -4.03
H: 0.24 -0.95 -4.14
H: -0.13 0.76 -3.91
H: 3.16 -0.84 -1.66
H: 1.71 -1.82 -1.88

Calculated values
HOMO energy (spin up / spin down) in eV: -10.392 / -11.276
M in g mol⁻¹: 679.1
Total charge: +1
Spin multiplicity: 3
Maximum force in hartree/bohr: 0.005
Gap between HOMO and LUMO (spin up / spin down) in Eh: 0.2329 / 0.2624
Expectation value of S²: 2.02
Energy above the lowest of the compared OMol25 structures with the same formula, charge and spin in kcal per mole: 0.0

=====

(8)
Below is C15H21N3O2 in the gas phase, with properties calculated with ωB97M-V with the def2-TZVPD basis set.

CARTESIAN COORDINATES (ANGSTROEM)
O: 3.84 -2.52 0.73
C: 3.00 -2.02 0.03
N: 3.01 -0.74 -0.43
C: 3.96 0.25 -0.21
C: 3.71 1.53 -0.72
C: 4.65 2.52 -0.52
C: 5.80 2.22 0.18
N: 6.04 1.01 0.67
C: 5.16 0.05 0.49
H: 5.40 -0.91 0.91
H: 6.56 2.96 0.37
H: 4.48 3.52 -0.91
H: 2.80 1.72 -1.27
H: 2.18 -0.45 -0.95
C: 1.76 -2.78 -0.43
H: 1.94 -3.84 -0.22
H: 1.63 -2.65 -1.51
C: 0.49 -2.34 0.30
C: -0.17 -1.11 -0.32
O: 0.36 -0.42 -1.18
N: -1.39 -0.84 0.17
H: -1.78 -1.45 0.88
C: -2.21 0.27 -0.26
C: -3.46 -0.24 -1.00
C: -4.57 0.79 -0.93
C: -5.07 0.96 0.51
C: -3.94 0.72 1.52
C: -2.60 1.15 0.94
H: -2.67 2.19 0.62
H: -1.82 1.09 1.70
H: -4.14 1.27 2.44
H: -3.90 -0.34 1.79
H: -5.88 0.27 0.71
H: -5.47 1.97 0.63
H: -4.19 1.74 -1.31
H: -5.40 0.49 -1.57
H: -3.20 -0.47 -2.03
H: -3.80 -1.17 -0.53
H: -1.58 0.85 -0.94
H: -0.24 -3.15 0.29
H: 0.72 -2.12 1.35

Calculated values
HOMO energy in eV: -8.412
M in g mol⁻¹: 275.4
Spin multiplicity: 1
Maximum force in hartree/bohr: 0.013
SMILES: O=C(CCC(=O)NC1CCCCC1)Nc1cccnc1
Gap between HOMO and LUMO in Eh: 0.3267
Energy above the lowest of the compared OMol25 structures with the same formula, charge and spin in kcal per mole: 0.0

=====

(9)
Below is C15H21N3O2S in the gas phase at a distorted geometry, with properties calculated with ωB97M-V with the def2-TZVPD basis set.

CARTESIAN COORDINATES (ANGSTROEM)
C: 1.72 1.58 1.71
H: 1.94 2.62 1.53
H: 2.07 1.29 2.70
H: 0.64 1.44 1.67
C: 2.40 0.71 0.66
C: 3.92 0.91 0.69
H: 4.15 1.96 0.51
H: 4.31 0.62 1.67
H: 4.42 0.32 -0.07
O: 2.05 -0.64 0.96
C: 2.22 -1.58 -0.08
C: 1.05 -1.60 -1.09
C: -0.15 -2.42 -0.59
H: 0.17 -3.45 -0.46
H: -0.90 -2.42 -1.38
C: -0.75 -1.89 0.72
C: -2.20 -1.58 0.59
N: -3.16 -2.39 0.91
N: -4.31 -1.72 0.65
C: -4.07 -0.47 0.18
S: -5.17 0.68 -0.23
N: -2.70 -0.39 0.13
C: -1.97 0.76 -0.28
C: -1.89 1.86 0.56
C: -1.20 2.98 0.15
C: -0.59 3.01 -1.09
C: -0.68 1.91 -1.93
C: -1.38 0.79 -1.54
H: -1.49 -0.06 -2.20
H: -0.22 1.94 -2.91
H: -0.04 3.88 -1.40
H: -1.14 3.84 0.81
H: -2.38 1.83 1.52
H: -5.21 -2.13 0.83
H: -0.65 -2.63 1.51
H: -0.22 -0.98 1.03
O: 1.49 -2.06 -2.35
H: 1.75 -2.99 -2.26
H: 0.73 -0.56 -1.27
H: 2.30 -2.55 0.42
H: 3.14 -1.39 -0.64
H: 2.02 0.98 -0.34

Calculated values
HOMO energy in eV: -7.844
M in g mol⁻¹: 307.4
Spin multiplicity: 1
Maximum force in hartree/bohr: 0.021
SMILES: CC(C)OC[C@@H](O)CCc1n[nH]c(=S)n1-c1ccccc1
Gap between HOMO and LUMO in Eh: 0.3125
Energy above the lowest of the compared OMol25 structures with the same formula, charge and spin in kcal per mole: 46.4

=====

(10)
Below is a molecular structure, C15H21N3O3S at a distorted geometry, with properties calculated with ωB97M-V with the def2-TZVPD basis set.

CARTESIAN COORDINATES (ANGSTROEM)
C: -2.37 -5.35 5.20
H: -3.03 -4.88 5.81
H: -2.73 -6.40 4.95
H: -1.43 -5.64 5.72
O: -2.00 -4.84 3.77
C: -1.42 -3.44 4.05
O: -1.28 -2.90 5.15
C: -0.90 -2.89 2.77
C: -1.24 -3.40 1.53
C: -1.03 -2.78 0.43
C: -0.15 -1.40 0.55
C: 0.16 -0.91 1.64
C: -0.41 -1.75 2.72
H: -0.05 -1.15 3.91
H: 0.58 -0.08 1.67
N: -0.13 -0.77 -0.74
C: 0.76 0.00 -1.10
N: 0.68 0.71 -2.27
C: 1.87 1.48 -2.66
C: 1.34 3.11 -2.41
N: 0.14 3.25 -3.17
C: -0.92 2.59 -2.50
C: -0.47 1.00 -2.76
H: -1.36 0.44 -2.39
H: -0.17 0.70 -3.96
H: -1.88 2.54 -2.97
H: -1.18 2.44 -1.56
C: -0.17 4.67 -2.90
H: -1.42 4.87 -3.37
C: 0.48 5.58 -3.85
O: 1.93 5.89 -3.29
H: 1.75 6.29 -2.59
H: 0.79 5.05 -4.77
H: -0.08 6.45 -4.21
H: -0.32 5.05 -2.02
H: 2.24 3.73 -2.74
H: 1.43 3.03 -1.44
H: 2.58 1.50 -2.14
H: 1.87 1.45 -3.82
S: 2.32 0.47 -0.06
H: -0.68 -1.30 -1.44
H: -1.31 -2.90 -0.45
H: -1.87 -4.26 1.49

Calculated values
HOMO energy in eV: -7.612
M in g mol⁻¹: 323.4
Spin multiplicity: 1
Maximum force in hartree/bohr: 0.335
Gap between HOMO and LUMO in Eh: 0.2861
Energy above the lowest of the compared OMol25 structures with the same formula, charge and spin in kcal per mole: 382.4